{
  "formula": "C33H24ClIN6O2PdS",
  "method": "wB97M-V/def2-TZVPD",
  "lumo_energy_ev": [-6.10, -8.01],
  "total_charge": 2,
  "spin_multiplicity": 5,
  "s_squared": 6.068,
  "elements": ["Pd", "C", "C", "N", "N", "C", "O", "C", "C", "C", "C", "C", "C", "C", "C", "C", "C", "C", "N", "H", "H", "H", "H", "H", "H", "H", "H", "H", "H", "H", "H", "Cl", "C", "C", "C", "I", "C", "O", "C", "N", "C", "C", "C", "C", "H", "H", "H", "H", "S", "C", "C", "C", "N", "C", "C", "C", "C", "C", "N", "C", "C", "H", "H", "H", "H", "H", "H", "H", "H"],
  "coordinates": [[0.499824, 0.131763, -0.372343], [-0.352574, 0.462886, 4.032432], [-0.073223, 0.707683, 2.597205], [0.661332, -0.103201, 1.841115], [1.393760, -0.990651, 2.427100], [2.301710, -1.591478, 1.508170], [2.433288, -1.156801, 0.367290], [3.063401, -2.719744, 2.035228], [2.978824, -3.095643, 3.379442], [3.718089, -4.172205, 3.836334], [4.535515, -4.873880, 2.961032], [4.621969, -4.503201, 1.621498], [3.891365, -3.428836, 1.157939], [-0.496206, 1.932345, 1.919747], [-1.267828, 2.896998, 2.555217], [-1.535617, 4.088124, 1.895872], [-1.016364, 4.281766, 0.629438], [-0.263002, 3.262597, 0.053104], [-0.010245, 2.122140, 0.673442], [0.059851, -0.487380, 4.352459], [-1.432532, 0.462215, 4.198945], [0.070883, 1.261361, 4.645865], [2.348083, -2.540240, 4.057806], [3.662402, -4.462677, 4.876216], [5.113956, -5.713222, 3.323557], [5.266402, -5.053187, 0.949481], [3.949252, -3.118997, 0.123224], [-1.645760, 2.724270, 3.552601], [-2.131692, 4.854437, 2.372068], [-1.182986, 5.202149, 0.088006], [0.154400, 3.378290, -0.939621], [-3.486096, 2.026062, -5.823626], [-2.939326, 1.501599, -4.303590], [-3.868775, 1.097587, -3.358851], [-3.468016, 0.664883, -2.108305], [-4.848099, 0.061668, -0.702868], [-2.075465, 0.620090, -1.749263], [-1.696873, 0.239881, -0.619197], [-1.104983, 1.041908, -2.767583], [0.197934, 0.993662, -2.426178], [1.111184, 1.384074, -3.299927], [0.778422, 1.845942, -4.575302], [-0.543420, 1.894258, -4.941628], [-1.527216, 1.486841, -4.024969], [-4.919917, 1.123636, -3.611409], [2.144769, 1.330524, -2.980717], [1.559652, 2.154709, -5.254828], [-0.833589, 2.242835, -5.923145], [0.304084, -6.307369, -2.278683], [0.370080, -4.599792, -1.930100], [1.327974, -3.711705, -2.421650], [1.263265, -2.386094, -2.049695], [0.313383, -1.894308, -1.248400], [-0.610804, -2.743372, -0.776715], [-0.620685, -4.082032, -1.087251], [1.663432, -6.505760, -3.411667], [1.459885, -6.345113, -4.773614], [2.550465, -6.515783, -5.617727], [3.765930, -6.828914, -5.181339], [3.940864, -7.001499, -3.876412], [2.920271, -6.851885, -2.944066], [2.119538, -4.042415, -3.078590], [2.012131, -1.687170, -2.401447], [-1.371589, -2.320528, -0.131363], [-1.390649, -4.722984, -0.678964], [0.482950, -6.102372, -5.168953], [2.436747, -6.400402, -6.689067], [4.940109, -7.273301, -3.557057], [3.101956, -7.009041, -1.889424]],
  "atomic_forces_ev_per_a": [[-0.154, -0.084, 0.170], [0.003, -0.002, -0.012], [0.043, -0.081, 0.078], [0.006, -0.077, -0.158], [-0.032, 0.042, 0.215], [0.038, -0.168, -0.294], [0.040, 0.305, 0.070], [-0.018, -0.017, 0.020], [-0.030, 0.014, -0.018], [0.005, -0.019, 0.018], [-0.012, 0.015, -0.004], [0.006, -0.011, -0.004], [-0.009, 0.026, -0.005], [-0.015, 0.072, -0.078], [0.019, -0.072, 0.037], [0.007, 0.036, -0.052], [-0.023, -0.001, 0.041], [-0.008, 0.028, 0.040], [0.035, 0.056, -0.065], [0.003, -0.002, -0.009], [0.003, 0.011, 0.008], [0.002, 0.006, -0.005], [0.007, -0.002, 0.004], [-0.001, -0.001, -0.001], [0.001, 0.000, 0.001], [0.002, 0.004, -0.002], [0.012, -0.011, -0.002], [0.000, 0.004, -0.002], [0.001, -0.001, 0.003], [0.002, -0.001, -0.004], [0.003, -0.015, -0.003], [0.003, -0.005, 0.014], [-0.033, 0.011, -0.016], [0.011, -0.006, -0.001], [-0.059, -0.053, 0.156], [0.069, 0.044, -0.103], [-0.033, -0.052, -0.010], [0.014, 0.087, -0.111], [0.008, 0.047, -0.046], [0.042, -0.141, 0.093], [-0.008, -0.015, -0.020], [-0.002, -0.003, 0.005], [-0.014, 0.001, -0.024], [0.028, -0.005, 0.027], [0.005, 0.007, -0.019], [0.001, -0.003, 0.001], [0.001, 0.000, 0.001], [0.007, 0.002, 0.000], [0.037, -0.009, -0.019], [-0.023, 0.009, -0.012], [0.000, 0.020, -0.009], [-0.012, -0.042, -0.043], [0.080, 0.030, 0.118], [-0.045, 0.017, -0.016], [0.001, -0.013, 0.006], [-0.097, 0.017, 0.024], [0.035, -0.002, -0.037], [-0.044, -0.008, 0.086], [0.077, -0.007, -0.089], [-0.071, 0.020, 0.039], [0.075, -0.018, -0.008], [-0.004, -0.005, 0.001], [0.003, 0.004, 0.016], [0.009, 0.007, 0.001], [-0.004, 0.007, 0.004], [0.001, 0.002, 0.000], [0.005, 0.001, -0.005], [0.000, -0.003, 0.007], [-0.002, 0.000, 0.000]],
  "lowdin_charge": [1.106, 0.008, -0.175, -0.024, 0.156, -0.364, -0.004, -0.157, -0.012, -0.048, -0.038, -0.050, -0.008, -0.214, 0.033, -0.006, -0.004, -0.099, 0.033, 0.080, 0.109, 0.115, 0.107, 0.116, 0.118, 0.114, 0.117, 0.125, 0.129, 0.124, 0.115, 0.848, -0.564, -0.144, -0.620, 1.075, -0.388, -0.104, -0.140, 0.030, -0.079, 0.005, 0.022, -0.146, 0.112, 0.129, 0.128, 0.110, 1.070, -0.493, -0.035, -0.126, -0.055, -0.117, -0.070, -0.543, -0.075, -0.121, 0.080, -0.122, -0.077, 0.114, 0.115, 0.112, 0.117, 0.112, 0.115, 0.115, 0.110]
}



{
  "formula": "C33H24F9N3O4PScSe",
  "method": "wB97M-V/def2-TZVPD",
  "lumo_energy_ev": -7.02,
  "total_charge": 2,
  "spin_multiplicity": 1,
  "elements": ["Sc", "O", "C", "O", "C", "C", "C", "C", "C", "N", "C", "O", "O", "H", "H", "H", "H", "C", "N", "C", "C", "N", "C", "C", "Se", "H", "H", "H", "H", "H", "H", "H", "H", "F", "C", "F", "F", "C", "C", "C", "C", "C", "C", "P", "C", "C", "C", "C", "C", "C", "C", "F", "F", "F", "C", "C", "C", "C", "C", "C", "C", "F", "F", "F", "H", "H", "H", "H", "H", "H", "H", "H", "H", "H", "H", "H"],
  "coordinates": [[2.320490, -0.302371, -0.888652], [3.069797, -4.435986, 0.365146], [2.645210, -3.299106, -0.133867], [3.050613, -2.187379, 0.205277], [1.652075, -3.386839, -1.246069], [0.961719, -4.475233, -1.721355], [0.202016, -4.288673, -2.886029], [0.189516, -3.061577, -3.531953], [0.881752, -2.016290, -2.944141], [1.556066, -2.197458, -1.827209], [0.964454, -0.601361, -3.457422], [0.418962, -0.183474, -4.429662], [1.730620, 0.174013, -2.645944], [3.748725, -4.248339, 1.037174], [1.010706, -5.436056, -1.234977], [-0.361790, -5.125571, -3.287251], [-0.375272, -2.875984, -4.430716], [2.424528, 3.862286, -2.449699], [2.091036, 3.794611, -1.007954], [1.217016, 4.656387, -0.348887], [1.274717, 4.347396, 0.955737], [2.197570, 3.314002, 1.077886], [2.680297, 2.750476, 2.352405], [2.675370, 2.976861, -0.124838], [3.966924, 1.649416, -0.449548], [1.653471, 4.451508, -2.941576], [2.430188, 2.849750, -2.858325], [3.387657, 4.353199, -2.566602], [0.632456, 5.380915, -0.887276], [0.751807, 4.765020, 1.794718], [1.980818, 3.032768, 3.126613], [3.678677, 3.143302, 2.559533], [2.709842, 1.652807, 2.276838], [-2.838654, 3.361148, 5.656366], [-3.416083, 3.247714, 4.455244], [-3.712209, 4.472501, 4.011672], [-4.563789, 2.579259, 4.620276], [-2.522808, 2.519558, 3.477254], [-1.412337, 1.809120, 3.905521], [-0.644912, 1.105707, 2.988725], [-0.970251, 1.119703, 1.631055], [-2.082854, 1.851171, 1.211955], [-2.858678, 2.539127, 2.136989], [-0.034586, 0.142281, 0.409030], [-0.039321, -1.542626, 1.138473], [-0.864549, -2.629376, 0.818525], [-0.723946, -3.834245, 1.486626], [0.235061, -3.979497, 2.480715], [1.042859, -2.914067, 2.826058], [0.908218, -1.704627, 2.150220], [0.425797, -5.334066, 3.137149], [1.075088, -6.152442, 2.290649], [-0.744573, -5.911095, 3.434681], [1.151180, -5.249505, 4.256074], [-1.042109, 0.305599, -1.084066], [-2.176243, -0.448272, -1.431411], [-2.814539, -0.229159, -2.640311], [-2.345492, 0.749081, -3.515948], [-1.312071, 1.576138, -3.136520], [-0.663265, 1.343605, -1.929149], [-3.026154, 0.886518, -4.855141], [-3.044149, -0.289560, -5.492389], [-2.402846, 1.769592, -5.639266], [-4.294044, 1.289158, -4.701906], [-1.163499, 1.789958, 4.953970], [0.201475, 0.543389, 3.362287], [-2.364843, 1.893497, 0.172411], [-3.726091, 3.089743, 1.803796], [-1.601147, -2.554353, 0.039939], [-1.371968, -4.666849, 1.243356], [1.792496, -3.018343, 3.600699], [1.589478, -0.901275, 2.409640], [-2.599729, -1.181660, -0.758975], [-3.677311, -0.817078, -2.910185], [-0.954736, 2.357319, -3.793916], [0.170098, 1.984189, -1.671547]],
  "atomic_forces_ev_per_a": [[0.103, -0.449, 0.269], [-0.265, 0.881, -0.172], [-0.086, -0.604, -0.037], [0.289, 0.236, -0.010], [0.170, -0.090, 0.082], [-0.058, -0.077, -0.346], [0.004, -0.206, 0.079], [-0.236, -0.012, 0.120], [-0.157, -0.127, -0.109], [0.316, 0.514, 0.042], [0.564, 1.009, 0.275], [-0.043, -0.520, -0.187], [-0.252, -0.685, -0.462], [0.050, -0.185, 0.091], [0.065, -0.099, 0.069], [0.080, 0.125, 0.009], [-0.032, -0.081, -0.194], [-0.327, -0.123, 0.418], [-0.122, 0.346, -0.653], [0.316, -0.396, -0.679], [0.439, -0.428, 0.205], [-0.181, -0.063, 0.868], [-0.110, -0.211, -0.474], [-0.351, 0.201, 0.026], [0.524, 0.205, 0.126], [0.040, -0.026, 0.018], [0.114, 0.162, 0.002], [0.028, -0.112, -0.078], [0.030, 0.051, 0.026], [0.030, -0.003, 0.138], [-0.054, 0.120, 0.165], [-0.165, -0.141, 0.054], [0.073, 0.455, 0.015], [0.038, 0.081, -0.016], [0.097, -0.219, 0.148], [-0.019, 0.091, -0.011], [-0.074, 0.022, -0.046], [0.015, 0.001, -0.001], [-0.029, -0.073, -0.082], [0.113, 0.101, 0.032], [-0.084, 0.239, 0.205], [0.003, 0.126, 0.188], [0.129, -0.064, -0.248], [-0.439, -0.206, 0.141], [-0.151, -0.050, -0.001], [0.238, 0.175, 0.096], [-0.066, -0.039, -0.030], [-0.067, -0.143, 0.133], [0.141, 0.275, -0.017], [0.034, -0.281, 0.076], [-0.216, 0.045, 0.114], [0.085, -0.080, -0.091], [0.170, 0.160, -0.074], [-0.053, 0.037, -0.105], [-0.391, -0.261, -0.283], [0.055, 0.042, 0.056], [0.244, 0.107, 0.001], [-0.330, -0.137, 0.281], [0.208, 0.127, 0.156], [-0.189, 0.257, -0.100], [0.053, 0.236, -0.068], [-0.029, -0.133, -0.026], [0.004, 0.018, 0.028], [-0.015, -0.036, 0.001], [0.070, -0.018, 0.118], [-0.023, -0.008, -0.051], [-0.028, -0.025, -0.073], [-0.059, 0.040, -0.028], [-0.094, -0.021, -0.066], [0.004, -0.001, -0.029], [-0.067, -0.017, 0.007], [-0.009, 0.043, -0.024], [0.066, 0.072, -0.024], [-0.103, -0.106, -0.031], [-0.087, -0.033, -0.018], [0.062, -0.012, 0.064]],
  "lowdin_charge": [0.836, 0.220, -0.406, 0.007, -0.163, 0.067, 0.038, 0.079, -0.136, 0.082, -0.481, 0.185, -0.196, 0.174, 0.142, 0.137, 0.144, 0.019, -0.106, -0.003, -0.002, -0.105, -0.004, -0.678, 0.777, 0.104, 0.077, 0.110, 0.141, 0.140, 0.094, 0.112, 0.065, 0.157, -0.597, 0.164, 0.170, -0.095, 0.016, -0.072, -0.319, -0.046, 0.021, 1.086, -0.343, -0.041, 0.016, -0.094, 0.014, -0.118, -0.586, 0.150, 0.170, 0.163, -0.388, -0.044, 0.026, -0.092, 0.013, -0.113, -0.595, 0.163, 0.164, 0.169, 0.131, 0.096, 0.104, 0.138, 0.089, 0.140, 0.139, 0.101, 0.102, 0.138, 0.139, 0.090]
}



Short version: maximum force = 0.007; 0.023 hartree/bohr, in the order given.